[1]
Here is a structure of composition C59H135F12N11O19S4 at a distorted geometry from the OMol25 dataset. Energies are from wB97M-V/def2-TZVPD.

Element x y z (Å)
C  -23.5046  23.1752  9.0471
F  -24.7856  23.1670  9.3852
F  -23.4245  23.6560  7.7661
F  -22.9007  23.9733  9.8882
S  -22.7934  21.3614  9.0327
O  -23.7832  20.6447  8.2090
O  -21.4516  21.5609  8.4394
N  -22.8750  21.0271  10.7669
S  -23.6668  19.7059  10.7504
O  -25.1266  19.8903  10.7321
O  -23.1008  18.5324  9.9909
C  -23.4221  19.1232  12.5942
F  -23.9923  19.9796  13.4347
F  -24.0409  17.9546  12.8008
F  -22.1467  19.0760  12.9056
C  -19.4697  22.8129  5.2599
F  -20.3158  22.5584  6.2867
F  -19.3415  21.7091  4.5092
F  -19.9449  23.7777  4.5106
S  -17.7595  23.3079  6.0100
O  -16.7912  22.3606  5.4638
O  -17.4067  24.6831  5.6472
N  -17.8698  23.0227  7.7945
S  -18.7871  24.3106  8.2445
O  -19.5928  25.0139  7.2732
O  -19.5369  23.8922  9.4186
C  -17.4268  25.6547  8.9035
F  -16.8073  25.1711  9.9456
F  -16.5347  26.0051  8.0080
F  -18.0278  26.7704  9.2891
C  -23.6246  27.7629  12.3788
C  -23.6894  26.2940  12.2231
O  -23.4466  25.6213  13.4846
H  -24.0093  28.2486  11.4821
H  -22.6036  28.1435  12.3511
H  -24.2094  28.1493  13.2136
H  -22.9504  25.8497  11.5564
H  -24.6693  25.9479  11.8941
H  -23.5643  24.6817  13.3265
C  -25.5241  23.0781  13.8831
C  -25.0028  22.7913  12.5170
O  -23.6627  22.9152  12.5011
H  -25.2235  22.2170  14.4800
H  -26.6131  23.0600  13.9262
H  -25.2272  24.0318  14.3195
H  -25.5357  23.3866  11.7755
H  -25.0807  21.7333  12.2667
H  -23.3097  22.3281  11.8286
C  -26.9694  23.5031  6.8668
C  -27.9796  24.6634  7.3192
C  -27.5278  25.2930  8.6750
C  -26.4043  26.3014  8.4772
C  -26.6684  27.4397  7.4852
C  -27.1800  26.8642  6.1252
N  -28.1561  25.7335  6.2596
O  -28.7893  25.3400  5.0981
C  -27.7914  28.1077  5.4730
C  -25.9932  26.3860  5.2547
C  -29.3558  24.0354  7.6382
H  -27.1437  22.6659  7.5427
H  -25.9282  23.7852  7.0225
H  -27.0129  23.0896  5.8593
H  -28.3381  25.8071  9.1920
H  -27.0200  24.4782  9.1910
H  -25.5150  25.7308  8.2096
H  -26.0981  26.7625  9.4163
H  -25.7076  27.9311  7.3318
H  -27.3853  28.1063  7.9644
H  -28.7474  28.2722  5.9701
H  -27.1760  28.9889  5.6544
H  -28.1338  27.9668  4.4478
H  -25.7538  25.3792  5.5968
H  -26.2298  26.3796  4.1907
H  -25.0452  26.9214  5.3068
H  -30.0336  24.8172  7.9812
H  -29.2632  23.2943  8.4320
H  -29.8029  23.5346  6.7794
H  -29.7211  25.5650  5.1486
C  -22.1151  18.9067  16.4382
C  -22.3482  19.3624  17.8550
C  -23.8824  19.5280  17.9915
C  -24.3315  19.5712  19.4871
C  -23.8252  18.4431  20.3066
C  -22.2548  18.2371  20.1843
N  -21.7891  18.3043  18.7485
O  -20.4386  18.1415  18.6127
C  -21.5432  19.3042  21.1209
C  -22.0301  16.8230  20.8168
C  -21.6639  20.7140  18.0236
H  -21.0311  18.9032  16.3238
H  -22.6145  19.5762  15.7380
H  -22.5084  17.8977  16.3142
H  -24.0977  20.4597  17.4683
H  -24.3972  18.7474  17.4313
H  -25.4151  19.4547  19.5022
H  -24.0506  20.5291  19.9249
H  -24.3643  17.5364  20.0321
H  -24.2405  18.7257  21.2740
H  -22.1282  19.3846  22.0370
H  -20.5538  18.9878  21.4511
H  -21.5479  20.3302  20.7529
H  -22.6015  16.7220  21.7395
H  -22.3500  16.0017  20.1756
H  -20.9443  16.7271  20.8189
H  -22.1094  21.2020  18.8904
H  -21.7541  21.3634  17.1528
H  -20.5800  20.6440  18.1151
H  -20.3451  17.3158  18.1320
C  -20.4655  16.4986  14.2325
C  -18.9660  16.2326  14.4267
C  -18.6193  16.2324  15.9269
C  -19.1308  15.0159  16.6501
C  -18.4418  13.8130  16.0915
C  -18.6115  13.6330  14.5336
N  -18.4492  14.9613  13.8119
O  -18.6272  14.9232  12.4128
C  -17.6092  12.5974  14.0635
C  -19.9559  13.0016  14.1713
C  -18.1379  17.4387  13.8701
H  -20.7945  16.7441  13.2228
H  -20.8255  17.3006  14.8770
H  -21.0621  15.6275  14.5034
H  -17.5630  16.3042  16.1860
H  -19.0445  17.1040  16.4246
H  -20.2047  14.8517  16.5623
H  -18.8948  15.0929  17.7114
H  -18.9026  13.0014  16.6546
H  -17.4131  13.7953  16.4516
H  -16.6317  13.0079  14.3167
H  -17.7261  11.6193  14.5300
H  -17.5776  12.4961  12.9786
H  -19.9916  12.5802  13.1667
H  -20.1097  12.1604  14.8472
H  -20.8398  13.6251  14.3058
H  -17.0549  17.3213  13.9099
H  -18.4604  18.3846  14.3052
H  -18.3684  17.5130  12.8073
H  -19.5800  14.9630  12.3023
C  -21.4488  19.0941  1.4962
C  -22.7922  19.4255  2.1937
C  -22.5755  20.7070  3.0261
O  -23.7693  21.3960  3.4163
C  -23.3851  22.4935  4.3282
N  -23.8358  19.5757  1.2633
H  -20.6808  18.9323  2.2526
H  -21.0630  19.8310  0.7918
H  -21.5638  18.2017  0.8811
H  -22.9235  18.5878  2.8787
H  -22.1151  21.5074  2.4469
H  -22.0093  20.4360  3.9172
H  -24.1602  23.1716  4.6853
H  -22.7148  23.1789  3.8095
H  -22.9908  22.1045  5.2670
H  -23.8031  18.6663  0.8251
H  -23.3411  19.9853  0.4839
C  -23.0370  12.5684  12.2896
C  -22.7844  12.8445  10.8783
C  -21.4031  13.5295  10.6159
O  -21.2761  14.7251  11.3813
C  -22.0260  15.8113  10.8552
N  -22.8072  11.5692  10.1590
H  -24.0872  12.2980  12.3997
H  -22.8756  13.5177  12.8003
H  -22.4154  11.7859  12.7248
H  -23.6036  13.4936  10.5689
H  -21.1871  13.7998  9.5823
H  -20.5874  12.8539  10.8736
H  -21.6814  16.7737  11.2334
H  -23.0456  15.6853  11.2195
H  -21.9850  15.9234  9.7718
H  -23.8042  11.4166  10.2120
H  -22.3176  10.7339  10.4463
C  -20.6627  21.7679  13.8944
C  -20.5134  22.8836  12.9121
C  -19.3351  23.8402  13.3273
O  -19.0252  24.9282  12.4965
C  -20.1351  25.7546  12.1616
N  -20.4183  22.3220  11.5517
H  -19.8095  21.1268  14.1164
H  -21.5527  21.1688  13.7019
H  -20.8021  22.1812  14.8933
H  -21.3989  23.5191  12.9215
H  -18.4231  23.2455  13.3794
H  -19.5417  24.1285  14.3580
H  -19.8406  26.2728  11.2490
H  -20.3276  26.3485  13.0551
H  -20.9741  25.1447  11.8269
H  -20.5227  23.0229  10.8320
H  -21.1892  21.6976  11.3617
C  -29.6724  16.4288  7.4201
C  -29.9387  16.8001  8.9253
C  -28.6872  17.4510  9.6885
O  -27.6769  16.4599  9.6960
C  -26.3955  16.9037  10.0733
N  -30.9744  17.8253  8.9980
H  -28.7453  15.8589  7.3600
H  -29.5196  17.3195  6.8106
H  -30.5428  15.8487  7.1135
H  -30.2794  15.9082  9.4512
H  -29.0105  17.8175  10.6628
H  -28.3026  18.2412  9.0436
H  -25.8927  17.2071  9.1550
H  -25.8150  16.1332  10.5807
H  -26.4335  17.7404  10.7709
H  -30.9017  18.2904  9.8916
H  -31.8877  17.3995  8.9298
C  -24.1097  29.8660  6.0562
C  -23.9603  30.2017  7.5573
C  -22.7962  29.4400  8.3120
O  -22.8550  27.9991  8.1410
C  -21.8205  27.2473  8.7477
N  -23.6972  31.6110  7.6779
H  -23.1958  30.2163  5.5765
H  -25.0431  30.2073  5.6085
H  -24.0104  28.7846  5.9618
H  -24.9055  30.0240  8.0703
H  -22.8215  29.6821  9.3745
H  -21.8513  29.7827  7.8905
H  -20.8080  27.3227  8.3510
H  -22.1027  26.1945  8.7532
H  -21.6530  27.4489  9.8057
H  -22.7528  31.9159  7.4898
H  -24.2568  32.0133  6.9396
C  -19.7450  19.0390  10.7414
C  -19.1534  19.3261  9.3652
C  -20.0733  18.8645  8.1692
O  -19.5581  19.3704  6.9692
C  -20.5146  19.2441  5.9095
N  -18.9257  20.7619  9.3125
H  -19.7884  17.9587  10.8799
H  -20.7921  19.3411  10.7637
H  -19.1163  19.3612  11.5714
H  -18.1791  18.8451  9.2784
H  -21.1228  19.1379  8.2781
H  -20.0748  17.7746  8.1585
H  -21.3896  19.8752  6.0653
H  -20.9057  18.2355  5.7757
H  -19.9967  19.4779  4.9793
H  -19.1659  20.9761  10.2698
H  -19.7788  21.0230  8.8390

- Net charge: -2
- Kohn-Sham gap: 6.6 eV

[2]
Here is a cluster of 2 separate species, C5H12NO2 in total at a distorted geometry from the OMol25 dataset. Energies are from wB97M-V/def2-TZVPD.

Element x y z (Å)
C  -0.7438  1.3654  -0.4574
C  -1.4560  0.4175  0.4901
C  -1.4186  -1.0340  0.0467
C  -0.8810  0.5303  1.9065
H  -0.6183  2.3785  -0.0723
H  0.2288  0.9395  -0.7068
H  -1.2420  1.4391  -1.4314
H  -2.4739  0.8193  0.6224
H  -1.8440  -1.6454  0.8504
H  -0.3793  -1.3491  -0.1355
H  -2.0189  -1.1781  -0.8562
H  -0.8142  1.5543  2.2873
H  -1.4958  -0.0525  2.6014
H  0.1311  0.1116  1.9040
N  3.0415  -0.2908  -1.5104
C  1.9317  -0.9127  -0.8674
O  1.9302  -0.8586  0.3870
O  1.0848  -1.4330  -1.6324
H  3.8781  -0.2326  -0.9577
H  3.1596  -0.5688  -2.4681

- Net charge: -1
- ΔE to the lowest compared entry with this formula, charge and spin: 0.076 eV
- Kohn-Sham gap: 8.5 eV

[3]
Here is the ion C4H8NO3 with charge -1 at a distorted geometry from the OMol25 dataset. Energies are from wB97M-V/def2-TZVPD.

Element x y z (Å)
O  -2.9808  -0.1396  -0.2586
C  -2.1388  0.5332  -0.8413
N  -0.9150  0.7448  -0.2836
C  -0.2059  -0.3746  0.3843
C  0.6659  0.2362  1.4729
O  1.8648  0.7424  0.8186
C  0.8041  -1.0042  -0.6783
O  1.3260  0.0673  -1.3856
H  -2.3939  1.0423  -1.7718
H  -0.1675  1.2430  -0.7558
H  -0.9478  -1.0136  0.8585
H  0.3399  1.0553  2.1137
H  1.2286  -0.5468  2.0525
H  1.6551  0.6472  -0.2304
H  0.2825  -1.7016  -1.3625
H  1.5827  -1.5315  -0.1326

- Net charge: -1
- SMILES: O=CN[C@@H](C[O-])CO
- ΔE to the lowest compared entry with this formula, charge and spin: 3.212 eV
- Kohn-Sham gap: 7.8 eV

[4]
Here is an isolated molecule of C20H23ClN2O3S2 from the OMol25 dataset. Energies are from wB97M-V/def2-TZVPD.

Element x y z (Å)
C  -0.4223  -3.6421  -2.4035
C  0.2915  -3.2786  -1.1088
H  0.4798  -4.1675  -0.5023
H  1.2337  -2.7692  -1.3309
O  -0.5171  -2.4281  -0.2949
C  -0.4519  -1.1142  -0.5561
O  0.2595  -0.6334  -1.4054
C  -1.4659  -0.3341  0.1784
C  -2.6300  -0.8145  0.7209
S  -3.7167  0.4724  1.1488
C  -2.5757  1.6658  0.6278
C  -1.4239  1.0941  0.1740
N  -0.3531  1.8769  -0.2741
C  0.9098  1.7840  0.2567
O  1.8473  2.4043  -0.1869
C  0.9883  0.9795  1.5495
N  1.2158  -0.4465  1.3697
C  2.4432  -0.7248  0.6341
C  3.7451  -0.1949  1.2387
H  4.5824  -0.5711  0.6568
H  3.8675  -0.5266  2.2679
H  3.7730  0.8906  1.2048
H  2.3157  -0.2939  -0.3626
H  2.5095  -1.8083  0.5221
C  1.0980  -1.1222  2.6574
C  1.1713  -2.6405  2.5633
H  0.4889  -2.9965  1.7980
H  2.1770  -2.9814  2.3334
H  0.8808  -3.0696  3.5197
H  0.1148  -0.8518  3.0579
H  1.8544  -0.7620  3.3751
H  1.7893  1.4458  2.1471
H  0.0465  1.1047  2.0945
C  -0.7072  2.9183  -1.1608
C  0.0740  3.1969  -2.2721
C  -0.2680  4.2570  -3.0968
C  -1.3902  5.0312  -2.8430
C  -2.1813  4.7346  -1.7489
C  -1.8443  3.6877  -0.9053
S  -2.8746  3.3880  0.5197
H  -3.0598  5.3228  -1.5341
H  -1.6436  5.8522  -3.4938
Cl  0.7180  4.6125  -4.4633
H  0.9468  2.5967  -2.4663
C  -3.0535  -2.2187  0.9476
H  -3.0321  -2.7776  0.0134
H  -2.3708  -2.7114  1.6384
H  -4.0600  -2.2463  1.3576
H  -1.3754  -4.1211  -2.1908
H  -0.6000  -2.7449  -2.9912
H  0.1951  -4.3237  -2.9813

- SMILES: CCOC(=O)c1c(C)sc2c1N(C(=O)CN(CC)CC)c1cc(Cl)ccc1S2
- ΔE to the lowest compared entry with this formula, charge and spin: 0.000 eV
- Kohn-Sham gap: 8.5 eV

no.,electronic energy (eV),HOMO level (eV)
1,-194604.66284,-3.64
2,-10966.91367,-4.23
3,-11910.08241,-3.79
4,-64429.67562,-7.97